{"formula": "C23H30BrCrO3S5", "method": "the ωB97M-V functional and the def2-TZVPD basis", "e_lumo_ev": [-7.263, -6.654], "charge": 2, "e_homo_ev": [-13.5, -13.5], "multiplicity": 2, "e_above_lowest_kcal_mol": 8.59, "species": ["Cr", "C", "C", "S", "C", "C", "S", "C", "C", "S", "C", "C", "S", "H", "H", "H", "H", "H", "H", "H", "H", "H", "H", "H", "H", "H", "H", "H", "H", "C", "C", "C", "C", "C", "C", "C", "S", "C", "O", "H", "H", "H", "H", "H", "H", "H", "H", "H", "H", "Br", "C", "C", "C", "C", "C", "C", "C", "O", "O", "H", "H", "H", "H"], "positions_angstrom": [[0.49570, -0.21818, 0.33570], [0.78609, -2.50747, 2.68141], [-0.43876, -1.76202, 3.17705], [-0.41958, -0.03590, 2.57300], [-2.20094, 0.37301, 2.61915], [-2.49540, 1.60628, 1.78327], [-2.01851, 1.50974, 0.02526], [-3.36907, 0.53211, -0.70009], [-3.23067, -0.96088, -0.47816], [-1.52182, -1.51341, -0.80856], [-1.61647, -3.09683, 0.10840], [-0.23991, -3.70171, 0.25789], [1.01761, -2.53795, 0.87260], [0.77747, -3.53859, 3.03478], [1.69842, -2.03120, 3.04542], [-0.42149, -1.72726, 4.26640], [-1.36514, -2.23007, 2.85324], [-2.44911, 0.57478, 3.66187], [-2.77129, -0.49071, 2.28414], [-1.94024, 2.46471, 2.16235], [-3.55836, 1.84247, 1.82829], [-3.33025, 0.76931, -1.76292], [-4.32046, 0.88689, -0.30459], [-3.87721, -1.51081, -1.16248], [-3.48966, -1.24447, 0.54018], [-2.25865, -3.77246, -0.45738], [-2.07905, -2.90600, 1.07459], [0.14759, -4.01698, -0.71130], [-0.24712, -4.56886, 0.91777], [4.09040, 2.18358, 6.00694], [3.54567, 2.35201, 4.62054], [2.18844, 2.55694, 4.38275], [1.70089, 2.67996, 3.09117], [2.57339, 2.59281, 2.02308], [3.93432, 2.41426, 2.23343], [4.41162, 2.30478, 3.52487], [1.99242, 2.64407, 0.32611], [1.31293, 4.31262, 0.37485], [0.68496, 1.80438, 0.23844], [3.31698, 2.28624, 6.76451], [4.86766, 2.92408, 6.19781], [4.56443, 1.20706, 6.11668], [1.50259, 2.64466, 5.21621], [0.64668, 2.84232, 2.91284], [4.61041, 2.36729, 1.38845], [5.47478, 2.19398, 3.69796], [0.66640, 4.40820, 1.24322], [0.75204, 4.48049, -0.54235], [2.14259, 5.01366, 0.44214], [8.23767, -1.30436, -2.89508], [6.52418, -0.93909, -2.19689], [6.35779, -0.80034, -0.82203], [5.09640, -0.56318, -0.31800], [3.99882, -0.48266, -1.18077], [4.18162, -0.60214, -2.56008], [5.44514, -0.82461, -3.06724], [2.66048, -0.34380, -0.62254], [1.59859, -0.46284, -1.30654], [2.47428, -0.14260, 0.63502], [7.21233, -0.88425, -0.16591], [4.93686, -0.46052, 0.74694], [3.33040, -0.51999, -3.22230], [5.60762, -0.91341, -4.13187]], "atomic_forces_ev_per_a": [[-0.5, 1.3, -0.4], [0.0, 0.0, -0.2], [0.1, 0.2, 0.0], [-0.1, -0.3, 0.0], [0.2, 0.0, 0.0], [0.2, -0.1, -0.4], [-0.2, -0.3, 0.0], [0.3, 0.2, 0.1], [0.2, 0.0, 0.0], [0.4, -0.4, 0.3], [-0.1, 0.2, -0.2], [0.1, 0.3, -0.1], [0.0, 0.0, 0.5], [0.0, 0.0, 0.0], [0.0, -0.1, 0.0], [-0.1, -0.1, 0.0], [0.0, 0.0, 0.0], [0.0, -0.1, 0.0], [0.0, 0.0, 0.0], [-0.1, 0.0, 0.1], [0.0, 0.0, 0.1], [-0.1, 0.0, 0.0], [0.0, 0.0, -0.1], [0.0, 0.0, 0.0], [0.0, 0.0, 0.0], [0.0, 0.0, 0.0], [-0.1, 0.0, 0.0], [0.0, 0.0, 0.0], [0.0, 0.0, 0.0], [0.1, 0.1, 0.0], [0.1, 0.0, -0.1], [-0.1, 0.1, 0.0], [-0.1, 0.0, 0.0], [0.0, -0.3, -0.4], [0.0, -0.1, -0.2], [0.0, 0.1, 0.1], [0.1, 0.6, 0.7], [-0.1, -0.2, -0.3], [0.1, -0.6, 0.6], [0.0, 0.0, 0.0], [0.0, 0.0, 0.0], [-0.1, 0.0, 0.0], [0.0, -0.1, 0.0], [-0.1, 0.0, 0.1], [0.0, -0.1, 0.0], [0.0, -0.1, 0.0], [0.0, 0.0, 0.0], [0.0, 0.0, 0.0], [0.1, -0.1, 0.0], [-0.2, 0.1, 0.1], [0.1, 0.0, 0.0], [0.1, 0.0, 0.0], [-0.2, 0.0, 0.0], [0.1, 0.0, 0.0], [-0.1, 0.0, 0.1], [0.1, 0.0, -0.1], [0.6, -0.2, -0.3], [-0.4, 0.1, -0.1], [-0.7, -0.3, 0.2], [0.0, 0.0, 0.0], [0.1, 0.0, 0.0], [0.0, 0.0, 0.0], [0.0, 0.0, 0.0]]}